C5H6FNO | the ωB97M-V functional and the def2-TZVPD basis

Properties
orbital gap: 10.727 eV
maximum force: 6.3 eV/A
net charge: 0
ΔE to the lowest compared entry with this formula, charge and spin: 471.6 kJ/mol
E_LUMO: 0.037 Eh

The geometry in XYZ format:
```
14
Properties=species:S:1:pos:R:3:forces:R:3:lowdin_charge:R:1
C 1.3772 0.3567 0.0223 2.5793 0.5155 0.3528 -0.1736
C 0.2547 0.6565 -0.9059 -1.6476 -2.0069 -5.7247 -0.2400
C 0.1600 0.5438 0.9698 0.6086 -1.0558 1.5656 -0.1538
C -0.6334 -0.7861 0.7437 0.0952 0.2702 -0.7947 -0.1357
C -0.6315 -0.6695 -0.7451 1.9601 -0.6554 -0.4252 -0.2374
H 2.3382 1.0382 0.0969 -2.3905 -0.8718 -0.0785 0.1934
H 0.2442 0.9595 -2.0412 0.4876 0.0463 2.3723 0.1890
H 0.3504 0.9287 1.9617 -0.4677 0.2766 0.1784 0.1467
H -0.4469 -1.7626 1.1946 -0.1249 0.6985 0.2001 0.1445
H -2.0315 0.3968 0.0999 -0.9194 1.1975 -0.1999 0.0856
H -0.6380 -1.6109 -1.2202 1.0163 -0.4778 -1.4350 0.1334
N -1.8333 -0.5537 -0.0916 -1.6275 -0.4026 2.1879 0.0860
O -0.4357 1.4328 -0.0028 0.8547 1.8285 1.6478 -0.0252
F 1.9256 -0.9301 -0.0822 -0.4242 0.6372 0.1531 -0.0129
```
Positions in Å, forces in eV/Å.